Here is a structure of composition C17H19NO4 at a distorted geometry from the OMol25 dataset. Energies are from ωB97M-V/def2-TZVPD.

Values from the calculation:
HOMO energy = -0.2729 Eh
F_max = 19.01 eV/Å
Relative energy (zero: lowest compared OMol25 entry of this formula, charge and spin) = 1791.6 kJ/mol

Geometry as XYZ:
```
41
Properties=species:S:1:pos:R:3:lowdin_charge:R:1
C -5.35131 0.00568 -1.09916 -0.071
H -4.75091 -0.61251 -1.94929 0.154
O -4.59862 -0.00733 0.03592 -0.037
C -3.41530 0.28765 0.14558 -0.446
C -2.86604 0.01506 1.28582 -0.043
C -1.64566 0.49631 1.70031 -0.077
C -0.91664 0.99976 0.78090 -0.140
C -1.42356 1.25817 -0.76839 0.087
C -2.76249 0.86475 -0.96586 0.009
H -3.08067 0.88585 -1.87364 0.039
H -0.89220 1.80233 -1.47055 0.057
C 0.48670 1.56283 0.80885 -0.277
O 1.20844 0.80029 1.74185 -0.089
N 1.19156 2.47061 0.12316 0.034
H 0.64315 2.69634 -0.84116 0.205
C 2.53473 2.46579 0.13506 -0.142
C 3.14909 1.73281 -1.26446 -0.114
O 2.34562 0.69242 -1.60149 0.012
C 2.48240 -0.22450 -0.89101 -0.366
C 3.37505 -0.60106 0.16453 -0.058
C 3.23348 -1.77218 0.76421 -0.094
C 2.03871 -2.46621 0.95910 0.039
C 1.11699 -2.13224 -0.02348 -0.384
C 1.18028 -1.08713 -0.72655 0.055
H 0.47009 -0.68343 -1.83992 0.217
O 0.12810 -3.05512 -0.06827 -0.057
C -1.05676 -2.93872 -0.85714 0.008
H -1.77678 -3.35644 -0.67542 -0.065
H -1.55138 -1.80631 -0.48451 0.166
H -0.78469 -2.81673 -1.85049 0.072
H 2.05719 -3.31195 1.39126 0.049
H 4.04412 -2.03707 1.41601 0.110
H 4.32345 0.00030 0.13317 0.125
H 4.16825 1.56998 -1.27915 0.090
H 2.90315 2.52734 -2.13672 0.162
H 2.95717 3.74731 0.11612 0.209
H 3.02431 1.95171 0.69482 -0.018
H -1.13056 0.49382 2.88433 0.221
H -3.50638 -0.18022 2.25018 0.172
H -6.52654 -0.24412 -0.93057 0.155
H -5.37498 0.96771 -1.36379 0.032
```